Entry 1:
C14H56InN28O14 | the ωB97M-V functional and the def2-TZVPD basis

For the HOMO-LUMO gap, the calculation gives 4.165 eV. As for the total charge: +3. Its max |F| is 7.1 eV/A. As for the spin multiplicity: 1. The highest occupied orbital energy comes out at -15.20 eV. As for the energy relative to the best compared isomer or geometry (same formula, charge and spin): 86.6 kJ/mol.

CARTESIAN COORDINATES (ANGSTROEM)
In: -0.0729 -0.2276 -0.0899
C: -1.9185 -2.7608 -2.0759
O: -1.9315 -1.5830 -1.8040
N: -1.4493 -3.3267 -3.1549
N: -2.5740 -3.6022 -1.3734
H: -1.1747 -4.2986 -3.1679
H: -1.1022 -2.7770 -3.9279
H: -3.0670 -3.4257 -0.5098
H: -2.6106 -4.5017 -1.8313
C: 0.1572 -4.2932 0.9553
O: -0.3130 -3.1972 0.9600
N: 0.7216 -4.8269 -0.0669
N: -0.0949 -5.1114 1.9198
H: 0.9637 -5.8072 -0.0888
H: 0.5556 -4.3343 -0.9329
H: -0.7853 -4.7917 2.5841
H: 0.1142 -6.0812 1.7303
C: -4.1008 0.8703 -1.0279
O: -3.0994 0.7376 -0.3737
N: -4.2154 0.6164 -2.2912
N: -5.1258 1.5692 -0.6972
H: -5.0447 0.6015 -2.8676
H: -3.3587 0.3140 -2.7324
H: -5.1311 2.0246 0.2043
H: -5.7096 1.9696 -1.4176
C: -0.7542 3.2618 -2.4139
O: -0.6748 2.3993 -1.4748
N: -1.8843 3.7511 -2.8190
N: 0.2897 3.9915 -2.9118
H: -2.6339 3.1043 -2.6193
H: -1.9089 4.7578 -2.8967
H: 0.0908 4.8083 -3.4717
H: 1.2388 4.0796 -2.5780
C: -3.2837 -1.8066 1.8056
O: -2.1941 -1.2028 1.6888
N: -4.2107 -1.7778 0.9199
N: -3.5168 -2.8066 2.6567
H: -5.0400 -2.3358 1.0644
H: -4.0554 -1.0982 0.1889
H: -4.2697 -3.4632 2.5076
H: -2.6908 -3.0048 3.2030
C: 2.3651 2.7918 1.0056
O: 1.6676 1.8531 0.8978
N: 3.5837 2.6415 1.3083
N: 2.1418 4.0370 0.6782
H: 3.8253 1.6786 1.4941
H: 4.2670 3.1933 0.8097
H: 2.7013 4.6112 1.2925
H: 1.2538 4.3773 0.3378
C: -5.2420 2.8422 2.5672
O: -5.0221 3.9046 1.9973
N: -6.3489 2.4877 3.0590
N: -4.3114 1.9135 2.7846
H: -6.3879 1.7958 3.7938
H: -7.0683 3.1336 2.7671
H: -3.5606 1.8699 2.1104
H: -4.6117 1.0994 3.3014
C: -1.3600 2.9784 2.0579
O: -1.1112 1.8303 1.7197
N: -1.5172 4.0897 1.3304
N: -1.4229 3.2821 3.3582
H: -1.8356 4.8946 1.8509
H: -0.9850 4.0218 0.4747
H: -1.3743 2.5102 4.0077
H: -1.5645 4.2013 3.7522
C: 0.7283 0.0442 3.9149
O: 0.9846 -0.4476 2.8379
N: -0.5141 0.1926 4.4007
N: 1.5662 0.3690 4.8629
H: -1.2444 -0.1679 3.8034
H: -0.6718 0.5947 5.3136
H: 1.3693 0.8940 5.7030
H: 2.4783 -0.0172 4.6656
C: -0.5064 0.1750 -4.4640
O: -0.3011 0.0741 -3.2351
N: -0.8575 1.2982 -5.1010
N: -0.3119 -0.8942 -5.2152
H: -0.7448 1.2338 -6.1026
H: -0.8422 2.2566 -4.7825
H: -0.5809 -0.6178 -6.1487
H: -0.3508 -1.8782 -4.9909
C: 3.1455 1.1602 -2.2955
O: 2.2970 0.7496 -1.5375
N: 3.0470 1.4328 -3.5740
N: 4.3483 1.4399 -1.9825
H: 3.7795 2.0280 -3.9335
H: 2.0987 1.5717 -3.8927
H: 4.5550 1.4131 -0.9943
H: 4.8955 2.0045 -2.6165
C: 3.1732 -2.3173 1.0998
O: 2.5293 -1.3789 0.6909
N: 3.3284 -2.7426 2.3159
N: 4.0213 -3.0687 0.3980
H: 3.5344 -3.7313 2.3254
H: 2.7792 -2.2661 3.0170
H: 4.7372 -3.4094 1.0238
H: 4.2877 -2.7301 -0.5155
C: 1.8625 -2.8589 -2.6828
O: 1.1334 -2.2042 -1.8858
N: 2.5848 -3.8423 -2.4085
N: 2.0140 -2.5066 -3.9291
H: 2.6485 -4.1581 -1.4512
H: 3.3254 -4.0476 -3.0639
H: 1.3637 -1.8777 -4.3783
H: 2.6598 -2.8339 -4.6332
C: 5.4147 0.3247 1.9628
O: 5.3081 0.0791 0.7530
N: 6.4839 0.4658 2.6535
N: 4.3877 0.1453 2.7306
H: 7.3523 0.5148 2.1400
H: 6.4775 0.8574 3.5844
H: 4.5472 0.2482 3.7226
H: 3.4611 -0.0240 2.3661

***

Entry 2:
C14H5Cl5NO4S | the ωB97M-V functional and the def2-TZVPD basis

For the HOMO-LUMO gap, the calculation gives 3.360 eV. As for the total charge: -1. Its max |F| is 3.5 eV/A. As for the spin multiplicity: 1. The highest occupied orbital energy comes out at -3.25 eV. As for the energy relative to the best compared isomer or geometry (same formula, charge and spin): 158.9 kJ/mol.

CARTESIAN COORDINATES (ANGSTROEM)
Cl: 5.8735 -3.4957 -3.3730
C: 4.4435 -2.5710 -3.2366
C: 4.4439 -1.2089 -3.1960
Cl: 5.8771 -0.2900 -3.3193
C: 3.1836 -0.4189 -3.1473
O: 3.1686 0.8086 -3.2686
C: 1.9219 -1.2092 -3.0026
Cl: 0.4916 -0.2909 -3.0138
C: 1.9309 -2.5673 -3.1149
Cl: 0.4826 -3.4704 -3.2118
C: 3.1806 -3.3703 -3.2293
O: 3.1709 -4.5920 -3.3499
N: -6.3751 2.1704 4.3891
C: -5.3426 2.0086 3.8589
C: -4.0801 1.8179 3.1901
C: -4.0283 1.7369 1.7950
C: -2.8168 1.5411 1.1331
C: -1.6398 1.4270 1.8670
S: -0.0751 1.2265 0.9676
C: 0.1277 -0.4635 0.7014
Cl: 1.6012 -1.0155 0.1410
O: -0.2606 1.9343 -0.2785
O: 0.9457 1.6579 1.8948
C: -1.6701 1.4975 3.2621
C: -2.8901 1.6886 3.9144
H: -4.9469 1.8367 1.2169
H: -2.7928 1.5071 0.0430
H: -0.2525 -1.0722 1.5175
H: -0.7507 1.4289 3.8461
H: -2.9216 1.7476 5.0035

***

Entry 3:
C14H68N2O28 | the ωB97M-V functional and the def2-TZVPD basis

For the HOMO-LUMO gap, the calculation gives 7.418 eV. As for the total charge: 0. Its max |F| is 6.0 eV/A. As for the spin multiplicity: 1. The highest occupied orbital energy comes out at -7.89 eV.

CARTESIAN COORDINATES (ANGSTROEM)
C: -0.1994 -2.6623 1.9414
C: 0.8464 -2.9237 0.7313
O: 0.1646 -2.9101 -0.5555
C: 0.2552 -1.6560 -1.2127
O: 0.0949 -1.6595 -2.4796
C: 0.5219 -0.2371 -0.5240
C: -0.7739 0.4298 0.1789
C: -2.1734 0.1013 -0.5388
C: -3.1060 -0.9339 0.2476
C: -3.7594 -0.5632 1.6054
C: -4.7210 -1.5705 2.3581
C: -4.9827 -2.9329 1.6558
C: -4.3184 -3.3753 0.2838
N: -4.6653 -4.6862 -0.1969
C: -3.9734 -4.9136 -1.4254
C: -3.0337 -3.9199 -2.1628
N: -2.7482 -2.6129 -1.6707
C: -3.3884 -2.3521 -0.4109
H: -0.9612 -1.8396 1.7182
H: -0.8139 -3.6311 2.0887
H: 0.3613 -2.3496 2.8938
H: 1.2239 -4.0091 0.8862
H: 1.7760 -2.2627 0.7902
H: 1.4338 -0.2624 0.1897
H: 0.8423 0.4781 -1.3759
H: -0.6225 1.5762 0.0809
H: -0.7628 0.2249 1.3115
H: -2.0176 -0.1738 -1.6534
H: -2.7689 1.1055 -0.5685
H: -3.5672 0.4629 2.0793
H: -5.2210 -1.3313 3.3619
H: -5.7050 -3.6676 2.1659
H: -4.1374 -5.9430 -1.9246
H: -2.5397 -4.2370 -3.1482
O: 2.3481 2.0063 -2.3835
H: 1.7483 2.5092 -2.9503
H: 2.7318 1.3456 -2.9746
O: -6.7526 -1.8335 5.1486
H: -7.1194 -2.2828 5.9197
H: -7.5243 -1.6472 4.5946
O: -7.6618 -1.1608 2.2541
H: -8.2612 -0.6573 1.6907
H: -7.2854 -1.8236 1.6658
O: 3.8197 -2.1286 2.1758
H: 4.1608 -1.8122 1.3300
H: 3.8682 -1.3544 2.7509
O: 3.4491 -0.4360 -2.0087
H: 3.9567 -0.9168 -1.3436
H: 2.6713 -0.9935 -2.1574
O: 5.8247 0.5009 -0.7184
H: 5.2215 1.0021 -1.2866
H: 6.2094 -0.1583 -1.3106
O: -0.5329 0.1410 3.6149
H: -0.0914 -0.3912 4.2936
H: -1.0274 0.7994 4.1184
O: 5.4620 2.3510 1.7625
H: 4.5796 2.7413 1.8246
H: 5.3966 1.7438 1.0139
O: 6.5546 2.4288 4.7319
H: 6.1204 2.4664 3.8692
H: 6.3618 1.5393 5.0521
O: -2.2913 3.1850 -1.3758
H: -3.1757 3.5680 -1.3107
H: -2.3544 2.5793 -2.1256
O: 6.9513 2.8141 -2.6057
H: 7.3993 2.2852 -1.9324
H: 6.4587 3.4720 -2.0959
O: -6.9042 -3.4312 -2.7137
H: -7.2016 -4.3397 -2.8627
H: -6.0689 -3.5332 -2.2362
O: 0.0587 -1.3845 5.9953
H: 0.5012 -1.9149 6.6695
H: -0.4363 -0.7280 6.5021
O: 6.8184 0.9171 -4.9255
H: 7.1503 1.2317 -5.7753
H: 6.8711 1.6934 -4.3508
O: 5.2080 5.0044 -3.8761
H: 5.7992 4.2524 -3.7422
H: 4.3473 4.6809 -3.5776
O: 6.7040 4.9289 1.4588
H: 7.6490 4.9982 1.6430
H: 6.5030 3.9938 1.6132
O: -3.5412 2.6793 1.9410
H: -3.2094 2.9878 1.0874
H: -3.4790 3.4562 2.5108
O: -9.5513 -4.9816 -3.3344
H: -9.2219 -4.6679 -4.1888
H: -9.4953 -4.2053 -2.7632
O: 6.2567 8.2534 0.9732
H: 5.8272 8.2890 0.1080
H: 6.0580 7.3630 1.2962
O: 6.2274 7.8140 -2.6498
H: 6.0065 6.9779 -3.0842
H: 5.6219 8.4510 -3.0483
O: -7.2098 -3.8053 -5.4697
H: -6.8838 -3.4933 -6.3229
H: -7.1507 -3.0287 -4.8961
O: 2.7622 4.0467 -5.2004
H: 2.1561 4.5445 -5.7630
H: 3.1502 3.3927 -5.7954
O: 4.3256 10.1156 2.5682
H: 3.7309 10.6168 1.9973
H: 4.7078 9.4472 1.9808
O: 2.9926 -6.5645 0.8112
H: 3.5325 -5.8669 1.2039
H: 2.6361 -6.1607 0.0099
O: -7.6771 -3.2192 0.4112
H: -8.1068 -3.1917 -0.4537
H: -7.8628 -4.1097 0.7354
O: -1.0330 -5.6942 3.0430
H: -0.4473 -6.4488 3.1839
H: -1.8973 -6.0111 3.3342

***

Entry 4:
C14H6Cl8N3O2Zr | the ωB97M-V functional and the def2-TZVPD basis

For the HOMO-LUMO gap, the calculation gives 5.497 eV. As for the total charge: +3. Its max |F| is 0.2 eV/A. As for the spin multiplicity: 1. The highest occupied orbital energy comes out at -17.25 eV. As for the energy relative to the best compared isomer or geometry (same formula, charge and spin): 0.5 kJ/mol.

CARTESIAN COORDINATES (ANGSTROEM)
Zr: 0.6338 -0.7798 -0.3215
Cl: 2.8079 5.1757 3.1824
C: 2.4214 3.9439 2.0868
C: 1.6603 2.8460 2.5343
Cl: 1.1161 2.7102 4.1364
C: 1.3677 1.8753 1.6008
Cl: 0.4465 0.4203 2.0259
C: 1.7860 1.9448 0.2799
O: 1.4027 0.8941 -0.5214
C: 2.5366 3.0122 -0.1685
Cl: 3.0393 3.0512 -1.7967
C: 2.8549 4.0235 0.7517
Cl: 3.7757 5.3469 0.2312
N: -6.2781 0.0517 -3.0872
C: -5.2167 -0.0556 -2.6604
C: -3.8984 -0.1885 -2.1289
C: -3.0768 0.9391 -1.9815
C: -1.8139 0.7802 -1.4720
N: -1.3378 -0.4468 -1.1023
C: -2.1467 -1.5411 -1.2439
C: -3.4150 -1.4527 -1.7507
H: -3.4263 1.9227 -2.2657
H: -1.1464 1.6236 -1.3506
H: -1.7450 -2.5035 -0.9364
H: -4.0267 -2.3384 -1.8559
Cl: -0.5551 -4.5856 3.6132
C: 0.9023 -4.6386 2.6310
Cl: 1.0042 -6.0847 1.6464
Cl: 2.3589 -4.3472 3.5644
C: 0.7843 -3.4973 1.6959
N: 0.6902 -2.6074 0.9683
O: 1.9184 -1.6957 -1.8329
H: 2.5467 -1.1726 -2.3677
H: 2.0291 -2.6256 -2.1042

***

Entry 5:
C14H6F10Si | the ωB97M-V functional and the def2-TZVPD basis

For the HOMO-LUMO gap, the calculation gives 10.065 eV. As for the total charge: 0. As for the structure (SMILES): C[Si](C)(c1c(F)c(F)c(F)c(F)c1F)c1c(F)c(F)c(F)c(F)c1F. Its max |F| is 4.0 eV/A. As for the spin multiplicity: 1. The highest occupied orbital energy comes out at -10.02 eV.

CARTESIAN COORDINATES (ANGSTROEM)
C: -0.6942 0.0007 2.5418
Si: 0.0766 0.6287 0.9383
C: 0.6874 2.3956 1.0907
C: 1.4791 -0.6025 0.4286
C: 2.5384 -0.2044 -0.3085
F: 2.5785 1.0268 -0.8957
C: 3.4652 -1.1123 -0.6729
F: 4.7107 -0.8967 -1.2842
C: 3.2814 -2.4100 -0.3129
F: 4.2943 -3.2994 -0.6536
C: 2.1205 -2.8995 0.2441
F: 1.7902 -4.2263 0.3818
C: 1.2436 -1.9289 0.6770
F: 0.1776 -2.3561 1.3243
C: -1.2612 0.7028 -0.3623
C: -2.2579 1.6233 -0.2447
F: -2.3373 2.4995 0.7686
C: -3.3278 1.6668 -1.1006
F: -4.3037 2.6122 -1.0567
C: -3.3634 0.8256 -2.1690
F: -4.3546 0.8822 -3.1203
C: -2.3720 -0.2485 -2.2517
F: -2.6825 -1.1783 -3.2203
C: -1.3172 -0.2501 -1.3350
F: -0.4449 -1.2639 -1.2551
H: 0.0749 0.4361 3.1803
H: -0.7235 -1.0670 2.6823
H: -1.6463 0.4968 2.7471
H: 1.4051 2.6198 1.8362
H: 1.2888 2.4094 0.1574
H: -0.1256 3.1177 1.2451

***

Entry 6:
C14H7BeF3N2OS | the ωB97M-V functional and the def2-TZVPD basis

For the HOMO-LUMO gap, the calculation gives 8.493 eV. As for the total charge: 0. Its max |F| is 0.2 eV/A. As for the spin multiplicity: 1. The highest occupied orbital energy comes out at -8.93 eV. As for the energy relative to the best compared isomer or geometry (same formula, charge and spin): 0.0 kJ/mol.

CARTESIAN COORDINATES (ANGSTROEM)
Be: 0.5550 0.0681 -0.8548
F: 3.1617 3.3612 3.3655
C: 2.7421 3.0787 2.1192
F: 3.8018 3.2144 1.3050
F: 1.8486 4.0153 1.7796
C: 2.1645 1.6921 2.0396
C: 2.2144 0.8377 3.1209
C: 1.6897 -0.4522 3.0323
C: 1.1343 -0.8443 1.8372
N: 1.0914 -0.0223 0.7866
C: 1.5837 1.2351 0.8462
S: 1.3680 2.0474 -0.6664
H: 2.6583 1.1795 4.0459
H: 1.7137 -1.1272 3.8739
H: 0.7058 -1.8281 1.6934
O: 2.7349 -1.1712 -2.5757
C: 1.9509 -0.7525 -1.8958
N: -5.8051 -2.3917 -2.9625
C: -4.7790 -1.9914 -2.6339
C: -3.4932 -1.4940 -2.2225
C: -2.4912 -1.2860 -3.1671
C: -1.2568 -0.8119 -2.7537
C: -0.9670 -0.5269 -1.4127
C: -2.0045 -0.7471 -0.4966
C: -3.2495 -1.2212 -0.8795
H: -2.6875 -1.4950 -4.2104
H: -0.5018 -0.6538 -3.5191
H: -1.8489 -0.5335 0.5567
H: -4.0342 -1.3793 -0.1512

***

Entry 7:
C14H7IrNO7S | the ωB97M-V functional and the def2-TZVPD basis

For the HOMO-LUMO gap (spin up / spin down), the calculation gives 8.005 / 6.194 eV. As for the total charge: 0. Its max |F| is 0.8 eV/A. As for the spin multiplicity: 6. The highest occupied orbital energy (spin up / spin down) comes out at -8.27 / -9.78 eV.

CARTESIAN COORDINATES (ANGSTROEM)
Ir: -0.1396 -0.0721 -0.7241
O: -0.0167 6.0032 -1.5754
C: 0.0092 4.6604 -1.5268
C: 1.2051 3.9402 -1.4493
C: 1.1241 2.5714 -1.3890
N: -0.0559 1.9615 -1.4144
C: -1.2055 2.6266 -1.5054
C: -1.2208 3.9975 -1.5648
C: -2.4138 1.7112 -1.5505
O: -3.5182 2.1625 -1.7344
O: -2.1099 0.4399 -1.4127
C: 2.2929 1.6097 -1.3136
O: 3.4238 2.0122 -1.4489
O: 1.9257 0.3595 -1.1667
H: 0.8802 6.3556 -1.5489
H: 2.1783 4.4157 -1.4431
H: -2.1565 4.5316 -1.6471
O: 0.2886 -0.8040 3.2759
C: -0.0299 -1.1652 2.1747
O: -0.4028 -0.3179 1.2306
C: -0.0212 -2.6501 1.8439
C: 0.0421 -3.4852 2.9436
C: 0.0477 -4.8703 2.8172
C: 0.0018 -5.4630 1.5613
C: -0.0507 -4.6618 0.4449
C: -0.0693 -3.2477 0.5560
S: -0.1215 -2.4804 -0.9682
H: 0.0900 -3.0180 3.9170
H: 0.0900 -5.4861 3.7060
H: 0.0105 -6.5393 1.4570
H: -0.0778 -5.0978 -0.5448

***

Entry 8:
C14H7N5O3 | the ωB97M-V functional and the def2-TZVPD basis

For the HOMO-LUMO gap, the calculation gives 7.998 eV. As for the total charge: 0. As for the structure (SMILES): O=C1c2nccnc2C(=O)N1c1ccc2ccc(=O)[nH]c2n1. Its max |F| is 5.8 eV/A. As for the spin multiplicity: 1. The highest occupied orbital energy comes out at -8.98 eV.

CARTESIAN COORDINATES (ANGSTROEM)
O: 0.4037 0.5853 -2.9205
C: 0.2442 1.3262 -1.9664
C: -0.6980 2.4342 -1.9805
N: -1.7593 2.7006 -2.8165
C: -2.5213 3.7339 -2.4469
C: -2.2936 4.4502 -1.2650
N: -1.2524 4.1930 -0.4632
C: -0.4910 3.1209 -0.7819
C: 0.5444 2.3129 -0.0703
O: 0.8854 2.5185 1.0814
N: 0.9732 1.2483 -0.8072
C: 1.0931 0.0065 -0.2177
C: 2.2298 -0.7614 -0.4396
C: 2.3962 -2.0332 0.1684
C: 1.3243 -2.4731 0.9267
C: 1.3808 -3.7751 1.5998
C: 0.2722 -4.1352 2.3250
C: -0.8962 -3.2668 2.4284
O: -1.8565 -3.5583 3.1239
N: -0.9154 -2.0520 1.7963
C: 0.1641 -1.6516 1.0469
N: 0.0722 -0.4268 0.5228
H: -3.3671 4.0072 -3.1007
H: -3.0168 5.2283 -1.0249
H: 3.0353 -0.3374 -1.0218
H: 3.2952 -2.5524 -0.0235
H: 2.2777 -4.3807 1.5486
H: 0.1918 -5.0363 2.8841
H: -1.7161 -1.4255 1.8943

***

What did the sixth record say?
C14H7BeF3N2OS | the ωB97M-V functional and the def2-TZVPD basis

For the HOMO-LUMO gap, the calculation gives 8.493 eV. As for the total charge: 0. Its max |F| is 0.2 eV/A. As for the spin multiplicity: 1. The highest occupied orbital energy comes out at -8.93 eV. As for the energy relative to the best compared isomer or geometry (same formula, charge and spin): 0.0 kJ/mol.

CARTESIAN COORDINATES (ANGSTROEM)
Be: 0.5550 0.0681 -0.8548
F: 3.1617 3.3612 3.3655
C: 2.7421 3.0787 2.1192
F: 3.8018 3.2144 1.3050
F: 1.8486 4.0153 1.7796
C: 2.1645 1.6921 2.0396
C: 2.2144 0.8377 3.1209
C: 1.6897 -0.4522 3.0323
C: 1.1343 -0.8443 1.8372
N: 1.0914 -0.0223 0.7866
C: 1.5837 1.2351 0.8462
S: 1.3680 2.0474 -0.6664
H: 2.6583 1.1795 4.0459
H: 1.7137 -1.1272 3.8739
H: 0.7058 -1.8281 1.6934
O: 2.7349 -1.1712 -2.5757
C: 1.9509 -0.7525 -1.8958
N: -5.8051 -2.3917 -2.9625
C: -4.7790 -1.9914 -2.6339
C: -3.4932 -1.4940 -2.2225
C: -2.4912 -1.2860 -3.1671
C: -1.2568 -0.8119 -2.7537
C: -0.9670 -0.5269 -1.4127
C: -2.0045 -0.7471 -0.4966
C: -3.2495 -1.2212 -0.8795
H: -2.6875 -1.4950 -4.2104
H: -0.5018 -0.6538 -3.5191
H: -1.8489 -0.5335 0.5567
H: -4.0342 -1.3793 -0.1512